Entry 1:
Computed, not measured: a molecular structure, C20H23N3STe2Zr, with wB97M-V/def2-TZVPD.

Geometry as ORCA input:
```
! RIJCOSX wB97M-V def2-TZVPD def2/J DEFGRID3
* xyz 0 1
Zr -1.21 -0.70 -0.43
Te 1.60 -1.23 0.41
C 2.99 -0.26 -0.86
C 2.73 0.95 -1.51
C 3.71 1.54 -2.31
C 4.95 0.93 -2.47
C 5.21 -0.26 -1.82
C 4.24 -0.85 -1.02
H 1.78 1.44 -1.40
H 3.49 2.47 -2.81
H 5.70 1.40 -3.09
H 6.18 -0.74 -1.93
H 4.45 -1.79 -0.52
C -1.42 3.59 3.09
N -1.43 2.19 2.61
C -2.69 1.89 1.88
C -0.16 1.87 1.81
C -0.20 2.41 0.42
C 0.24 3.71 0.19
C 0.21 4.24 -1.09
C -0.26 3.45 -2.13
C -0.69 2.15 -1.89
C -0.66 1.57 -0.61
H -2.31 3.78 3.68
H -1.41 4.25 2.22
H -0.53 3.77 3.69
H -1.41 1.58 3.43
H -2.83 2.61 1.08
H -3.53 1.94 2.58
H -2.66 0.89 1.44
H -0.06 0.77 1.81
H 0.66 2.28 2.39
H 0.63 4.31 1.00
H 0.56 5.25 -1.28
H -0.29 3.85 -3.14
H -1.08 1.58 -2.73
Te -3.60 -0.36 -1.46
C -1.94 -6.92 0.88
C -1.71 -5.56 0.32
C -1.33 -5.35 -1.00
C -1.16 -4.05 -1.43
N -1.35 -3.03 -0.61
C -1.68 -3.31 0.67
S -1.78 -1.94 1.75
N -1.88 -4.53 1.15
H -1.85 -7.69 0.11
H -2.93 -6.97 1.33
H -1.22 -7.12 1.67
H -1.18 -6.19 -1.68
H -0.88 -3.81 -2.45
*
```

Results
Molar mass   683.9 g/mol
Lowest unoccupied orbital energy   -0.348 eV
ΔE to the lowest compared entry with this formula, charge and spin   38.62 kcal/mol
Gap between HOMO and LUMO   6.35 eV



Entry 2:
Computed, not measured: a single C20H23N5O2S molecule, with wB97M-V/def2-TZVPD.

Geometry as ORCA input:
```
! RIJCOSX wB97M-V def2-TZVPD def2/J DEFGRID3
* xyz 0 1
C -7.05 -3.22 0.40
C -7.56 -2.13 -0.53
O -7.46 -0.84 0.04
C -6.26 -0.21 0.10
C -6.27 1.03 0.77
C -5.13 1.79 0.89
C -3.94 1.33 0.33
N -2.74 1.97 0.37
C -1.83 1.32 -0.22
N -0.52 1.67 -0.38
C 0.12 2.76 0.14
O -0.39 3.61 0.82
C 1.59 2.78 -0.29
N 2.08 1.43 -0.53
C 2.35 0.74 0.72
C 2.69 -0.73 0.41
N 3.84 -0.80 -0.46
C 5.13 -0.86 0.01
C 5.46 -1.41 1.26
C 6.79 -1.51 1.61
C 7.77 -1.07 0.73
C 7.35 -0.55 -0.48
N 6.08 -0.45 -0.84
C 3.59 -0.08 -1.69
C 3.25 1.38 -1.40
S -2.34 -0.26 -0.93
C -3.94 0.09 -0.33
C -5.08 -0.69 -0.46
H -7.20 -4.19 -0.06
H -5.99 -3.09 0.61
H -7.60 -3.19 1.34
H -7.05 -2.16 -1.50
H -8.63 -2.26 -0.70
H -7.21 1.36 1.18
H -5.14 2.74 1.40
H 0.09 1.03 -0.89
H 2.17 3.33 0.46
H 1.63 3.35 -1.23
H 1.46 0.79 1.35
H 3.19 1.20 1.26
H 2.87 -1.27 1.34
H 1.85 -1.19 -0.11
H 4.71 -1.77 1.94
H 7.07 -1.92 2.57
H 8.82 -1.13 0.97
H 8.05 -0.19 -1.22
H 4.48 -0.14 -2.31
H 2.75 -0.56 -2.20
H 3.01 1.90 -2.33
H 4.12 1.87 -0.94
H -5.02 -1.63 -0.98
*
```

Results
SMILES   CCOc1ccc2nc(NC(=O)CN3CCN(c4ccccn4)CC3)sc2c1
Molar mass   397.5 g/mol
Lowest unoccupied orbital energy   0.499 eV
ΔE to the lowest compared entry with this formula, charge and spin   16.29 kcal/mol
Gap between HOMO and LUMO   8.33 eV



Entry 3:
Computed, not measured: a single C20H23N5O4 molecule, with wB97M-V/def2-TZVPD.

Geometry as ORCA input:
```
! RIJCOSX wB97M-V def2-TZVPD def2/J DEFGRID3
* xyz 0 1
C -0.14 0.85 7.23
C 0.79 0.44 6.10
O -0.02 0.16 4.97
C 0.57 -0.25 3.81
C 1.95 -0.39 3.66
C 2.52 -0.78 2.46
C 1.70 -1.05 1.37
C 2.28 -1.46 0.11
N 3.60 -1.61 -0.11
N 3.73 -1.96 -1.34
N 2.54 -2.03 -1.86
C 2.28 -2.37 -3.22
C 1.54 -1.26 -4.02
O 1.84 -1.05 -5.17
N 0.58 -0.66 -3.30
C -0.28 0.39 -3.67
C -1.11 0.91 -2.69
C -1.97 1.94 -3.01
C -2.02 2.45 -4.29
C -1.18 1.93 -5.28
O -1.29 2.49 -6.51
C -0.47 2.00 -7.55
C -0.31 0.89 -4.96
N 1.59 -1.73 -0.99
C 0.32 -0.94 1.51
C -0.26 -0.54 2.71
O -1.62 -0.46 2.66
C -2.41 -0.32 3.83
C -3.86 -0.49 3.41
H 0.44 1.07 8.12
H -0.84 0.05 7.45
H -0.71 1.73 6.94
H 1.49 1.25 5.87
H 1.36 -0.45 6.38
H 2.60 -0.17 4.49
H 3.59 -0.88 2.36
H 3.23 -2.57 -3.70
H 1.65 -3.27 -3.26
H 0.50 -0.95 -2.32
H -1.07 0.52 -1.68
H -2.62 2.35 -2.25
H -2.69 3.25 -4.55
H 0.59 2.13 -7.31
H -0.67 0.94 -7.75
H -0.72 2.59 -8.42
H 0.35 0.46 -5.70
H -0.33 -1.16 0.68
H -2.25 0.66 4.28
H -2.13 -1.09 4.56
H -4.51 -0.39 4.28
H -4.01 -1.47 2.97
H -4.12 0.26 2.67
*
```

Results
SMILES   CCOc1ccc(-c2nnn(CC(=O)Nc3cccc(OC)c3)n2)cc1OCC
Molar mass   397.4 g/mol
Lowest unoccupied orbital energy   0.558 eV
ΔE to the lowest compared entry with this formula, charge and spin   89.48 kcal/mol
Gap between HOMO and LUMO   8.79 eV



Entry 4:
Computed, not measured: a molecular structure, C20H23N5O6S2ScSi, with wB97M-V/def2-TZVPD.

Geometry as ORCA input:
```
! RIJCOSX wB97M-V def2-TZVPD def2/J DEFGRID3
* xyz -1 1
Sc -0.27 0.63 0.15
N -2.92 -1.74 0.14
C -2.48 -1.23 1.30
C -2.53 -2.03 2.47
C -2.18 -1.49 3.67
C -1.78 -0.14 3.72
C -1.74 0.57 2.56
N -2.07 0.06 1.34
C -2.82 -1.16 -1.14
C -3.78 -1.33 -2.10
C -3.72 -0.66 -3.32
C -2.68 0.30 -3.48
C -1.70 0.45 -2.56
N -1.60 -0.44 -1.41
H -3.17 -2.72 0.16
H -2.85 -3.06 2.38
H -2.21 -2.09 4.57
H -1.49 0.32 4.65
H -1.48 1.62 2.57
H -4.63 -1.96 -1.86
H -4.49 -0.79 -4.08
H -2.69 0.96 -4.33
H -0.90 1.16 -2.66
O -0.51 -2.49 -1.32
C -0.42 -1.27 -1.36
O 2.98 -1.59 -1.70
S 1.90 -1.64 -0.74
N 0.73 -0.54 -1.26
O 0.34 -1.35 1.30
S 1.47 -0.53 1.75
O 2.08 -0.93 2.97
O 1.02 0.88 1.72
O 2.52 -0.64 0.57
C 1.29 5.07 -1.16
Si 1.42 3.17 -1.04
C 2.98 2.78 -0.04
C 1.71 2.45 -2.76
N -0.11 2.55 -0.52
C -0.94 3.14 0.41
C -0.50 4.02 1.42
C -1.38 4.59 2.32
C -2.74 4.32 2.24
C -3.20 3.47 1.24
C -2.33 2.90 0.34
H 1.81 5.44 -2.05
H 1.73 5.56 -0.29
H 0.25 5.38 -1.22
H 3.86 3.24 -0.49
H 3.14 1.70 -0.01
H 2.91 3.13 1.00
H 2.66 2.80 -3.17
H 0.92 2.72 -3.47
H 1.75 1.36 -2.69
H 0.57 4.22 1.50
H -1.01 5.25 3.09
H -3.43 4.76 2.95
H -4.26 3.26 1.17
H -2.69 2.24 -0.44
*
```

Results
Molar mass   566.6 g/mol
Lowest unoccupied orbital energy   2.641 eV
ΔE to the lowest compared entry with this formula, charge and spin   85.28 kcal/mol
Gap between HOMO and LUMO   5.14 eV



Entry 5:
Computed, not measured: a molecular structure, C20H23NO3, with wB97M-V/def2-TZVPD.

Geometry as ORCA input:
```
! RIJCOSX wB97M-V def2-TZVPD def2/J DEFGRID3
* xyz 0 1
C 1.40 4.80 -3.04
H 0.48 5.04 -2.27
H 1.77 5.63 -3.23
H 2.00 4.22 -2.48
C 0.71 4.33 -4.26
C 2.06 3.84 -5.27
H 2.70 4.75 -5.64
H 2.57 3.15 -4.74
H 1.54 3.22 -6.18
C -0.09 2.97 -3.97
H -0.96 3.12 -3.55
H -0.60 2.51 -5.09
C 0.55 1.99 -3.20
N -0.29 0.62 -3.04
C -0.30 -0.45 -3.58
O 0.86 -0.81 -4.38
C -1.22 -1.35 -3.12
O -1.84 -1.13 -2.00
C -1.33 -1.47 -0.76
C -1.85 -1.19 0.31
C -1.43 -1.22 1.54
C 0.13 -1.72 1.52
C 0.72 -2.01 0.44
C 0.26 -1.81 -0.83
H 0.40 -2.01 -1.69
H 1.71 -2.25 0.63
C 0.73 -1.66 3.03
O 1.53 -2.78 3.07
C 0.34 -0.97 4.04
C -0.11 0.32 3.98
C -0.66 0.97 5.01
C -0.69 0.57 6.28
C -0.15 -0.86 6.49
C 0.26 -1.42 5.41
H 0.61 -2.50 5.49
H -0.16 -1.45 7.43
H -1.06 1.12 7.18
H -0.64 2.01 4.88
H -0.17 0.72 2.92
H -1.85 -1.20 2.33
H -2.83 -0.84 0.38
H -0.69 -2.57 -3.38
H -2.05 -1.33 -4.04
H -1.05 1.04 -2.46
H 0.93 2.15 -2.44
H 1.42 1.40 -3.71
H 0.25 4.92 -4.79
*
```

Results
Molar mass   325.4 g/mol
Lowest unoccupied orbital energy   -0.995 eV
ΔE to the lowest compared entry with this formula, charge and spin   475.05 kcal/mol
Gap between HOMO and LUMO   7.35 eV



Entry 6:
Computed, not measured: a molecular structure, C20H23NO6PPtS, with wB97M-V/def2-TZVPD.

Geometry as ORCA input:
```
! RIJCOSX wB97M-V def2-TZVPD def2/J DEFGRID3
* xyz -1 1
Pt -0.72 -0.48 -0.83
O -2.43 -1.93 2.93
C -2.14 -1.61 1.78
O -2.22 -0.48 1.23
C -1.67 -2.77 0.87
C -1.89 -4.06 1.30
C -1.53 -5.12 0.48
C -0.93 -4.84 -0.74
C -0.71 -3.53 -1.12
N -1.08 -2.51 -0.32
C 0.04 -3.30 -2.47
O 0.48 -4.35 -2.97
O 0.09 -2.13 -2.90
H -2.35 -4.18 2.27
H -1.70 -6.14 0.79
H -0.60 -5.60 -1.43
C 1.50 1.82 1.11
C 1.94 0.36 1.06
P 1.42 -0.57 -0.42
C 2.39 0.03 -1.84
C 3.90 -0.17 -1.80
C 2.02 -2.26 -0.09
C 3.34 -2.39 0.67
H 1.91 2.30 2.00
H 0.42 1.88 1.16
H 1.84 2.38 0.24
H 1.53 -0.19 1.91
H 3.03 0.28 1.11
H 2.13 1.08 -1.96
H 1.94 -0.50 -2.69
H 4.35 0.25 -0.90
H 4.36 0.32 -2.66
H 4.17 -1.23 -1.85
H 2.07 -2.76 -1.06
H 1.24 -2.77 0.48
H 4.17 -1.87 0.19
H 3.61 -3.44 0.74
H 3.25 -2.01 1.69
O -4.00 5.64 2.50
C -3.51 5.90 1.27
O -3.69 6.99 0.79
C -2.83 4.78 0.56
C -2.14 5.07 -0.62
C -1.47 4.08 -1.30
C -1.48 2.76 -0.85
S -0.60 1.57 -1.80
C -2.19 2.46 0.31
C -2.84 3.46 1.01
H -3.75 4.75 2.77
H -2.13 6.10 -0.97
H -0.92 4.33 -2.21
H -2.21 1.44 0.70
H -3.39 3.16 1.90
*
```

Results
Molar mass   631.5 g/mol
Lowest unoccupied orbital energy   2.073 eV
ΔE to the lowest compared entry with this formula, charge and spin   22.24 kcal/mol
Gap between HOMO and LUMO   7.15 eV



- What is the formula in the sixth record?
  C20H23NO6PPtS



Please write out number 4 again, unchanged.
Computed, not measured: a molecular structure, C20H23N5O6S2ScSi, with wB97M-V/def2-TZVPD.

Geometry as ORCA input:
```
! RIJCOSX wB97M-V def2-TZVPD def2/J DEFGRID3
* xyz -1 1
Sc -0.27 0.63 0.15
N -2.92 -1.74 0.14
C -2.48 -1.23 1.30
C -2.53 -2.03 2.47
C -2.18 -1.49 3.67
C -1.78 -0.14 3.72
C -1.74 0.57 2.56
N -2.07 0.06 1.34
C -2.82 -1.16 -1.14
C -3.78 -1.33 -2.10
C -3.72 -0.66 -3.32
C -2.68 0.30 -3.48
C -1.70 0.45 -2.56
N -1.60 -0.44 -1.41
H -3.17 -2.72 0.16
H -2.85 -3.06 2.38
H -2.21 -2.09 4.57
H -1.49 0.32 4.65
H -1.48 1.62 2.57
H -4.63 -1.96 -1.86
H -4.49 -0.79 -4.08
H -2.69 0.96 -4.33
H -0.90 1.16 -2.66
O -0.51 -2.49 -1.32
C -0.42 -1.27 -1.36
O 2.98 -1.59 -1.70
S 1.90 -1.64 -0.74
N 0.73 -0.54 -1.26
O 0.34 -1.35 1.30
S 1.47 -0.53 1.75
O 2.08 -0.93 2.97
O 1.02 0.88 1.72
O 2.52 -0.64 0.57
C 1.29 5.07 -1.16
Si 1.42 3.17 -1.04
C 2.98 2.78 -0.04
C 1.71 2.45 -2.76
N -0.11 2.55 -0.52
C -0.94 3.14 0.41
C -0.50 4.02 1.42
C -1.38 4.59 2.32
C -2.74 4.32 2.24
C -3.20 3.47 1.24
C -2.33 2.90 0.34
H 1.81 5.44 -2.05
H 1.73 5.56 -0.29
H 0.25 5.38 -1.22
H 3.86 3.24 -0.49
H 3.14 1.70 -0.01
H 2.91 3.13 1.00
H 2.66 2.80 -3.17
H 0.92 2.72 -3.47
H 1.75 1.36 -2.69
H 0.57 4.22 1.50
H -1.01 5.25 3.09
H -3.43 4.76 2.95
H -4.26 3.26 1.17
H -2.69 2.24 -0.44
*
```

Results
Molar mass   566.6 g/mol
Lowest unoccupied orbital energy   2.641 eV
ΔE to the lowest compared entry with this formula, charge and spin   85.28 kcal/mol
Gap between HOMO and LUMO   5.14 eV



- The lowest lowest unoccupied orbital energy belongs to which entry?
  C20H23NO3